1.
C4H8O2 | ωB97M-V/def2-TZVPD

XYZ file:
```
14
Properties=species:S:1:pos:R:3:nbo_charge:R:1
C -1.82032 0.56434 -0.23305 -0.25
O -1.17956 0.03719 0.90410 -0.53
C -0.22963 -0.97698 0.66652 -0.17
C 1.08508 -0.74096 -0.11667 0.57
O 1.71188 -1.72794 -0.43200 -0.54
C 1.62896 0.66402 -0.24506 -0.73
H -2.38962 -0.19370 -0.77758 0.17
H -2.51518 1.35151 0.09663 0.20
H -1.07429 1.00313 -0.89915 0.16
H 0.20466 -1.11091 1.64720 0.22
H -0.67653 -1.91907 0.28281 0.19
H 2.69263 0.65550 -0.49731 0.24
H 1.46109 1.24047 0.66765 0.24
H 1.10083 1.15339 -1.06409 0.23
```

HOMO energy	-9.55	eV
structure (SMILES)	COCC(C)=O
energy above the lowest of the compared OMol25 structures with the same formula, charge and spin	36.3	kcal/mol
Kohn-Sham gap	10.39	eV
net charge	0



2.
C2H6N2O | ωB97M-V/def2-TZVPD

XYZ file:
```
11
Properties=species:S:1:pos:R:3:nbo_charge:R:1
O 1.85711 -1.35457 -0.50322 -0.62
C 0.74046 -1.38219 -0.95617 0.52
N -0.21375 -0.45040 -0.67452 -0.63
C 0.11162 0.63537 0.21945 -0.06
N -1.07229 0.96478 1.01624 -0.84
H 0.46320 -2.19268 -1.64096 0.12
H -1.13472 -0.50745 -1.08989 0.41
H 0.95543 0.35669 0.83472 0.21
H 0.40343 1.51517 -0.34651 0.17
H -1.00923 1.95003 1.24735 0.36
H -1.10126 0.46524 1.89353 0.36
```

HOMO energy	-9.52	eV
structure (SMILES)	NCNC=O
energy above the lowest of the compared OMol25 structures with the same formula, charge and spin	16.5	kcal/mol
Kohn-Sham gap	10.47	eV
net charge	0



3.
C32H62BI2NO16S | ωB97M-V/def2-TZVPD

XYZ file:
```
115
Properties=species:S:1:pos:R:3:lowdin_charge:R:1
C -3.06803 0.60256 -0.68305 0.00
C -2.05434 -0.45227 -0.29873 -0.55
O -2.36153 -1.55039 0.11087 0.06
N -0.73536 -0.04986 -0.38199 0.05
C 0.30922 -1.04921 -0.13256 -0.18
C 0.51781 -1.25801 1.36007 -0.19
C 1.17958 -0.06321 2.03931 -0.21
C 1.10689 -0.13327 3.58129 -0.14
B 1.01557 1.31061 4.18894 -0.47
C -0.18763 1.80000 5.08414 -0.11
C -1.56025 1.94778 4.38209 -0.28
C -1.98319 0.73814 3.54896 -0.56
S -3.71091 0.97214 3.04251 0.76
C 2.22747 2.27399 3.89122 -0.69
I 3.85495 1.64689 5.03502 1.04
C 2.27682 3.29004 3.04671 -0.86
C 1.10250 3.67801 2.18499 -0.15
I 3.97588 4.44724 2.69380 0.86
H -3.88206 0.57847 0.03949 0.06
H -3.47005 0.39920 -1.67837 0.07
H -2.62552 1.59883 -0.68707 0.08
H -0.54923 0.56003 -1.16670 0.13
H 1.22684 -0.67417 -0.59368 0.12
H 0.05152 -1.99833 -0.61112 0.12
H 1.11031 -2.16597 1.51544 0.12
H -0.45845 -1.43351 1.82160 0.10
H 2.22276 0.02449 1.71770 0.11
H 0.67860 0.84328 1.67100 0.09
H 2.00903 -0.62173 3.96961 0.09
H 0.26776 -0.76607 3.88145 0.09
H -0.30214 1.05539 5.88590 0.12
H 0.04599 2.75520 5.56431 0.11
H -1.55326 2.83044 3.73459 0.09
H -2.32362 2.14236 5.14039 0.10
H -1.88757 -0.18122 4.12788 0.08
H -1.36092 0.64582 2.65665 0.05
H -3.92111 -0.25286 2.54270 -0.12
H 0.16735 3.38784 2.67129 0.07
H 1.07727 4.75016 1.99645 0.06
H 1.15632 3.17471 1.21539 0.09
C -9.97292 -2.12059 0.74538 -0.07
C -8.48005 -2.35218 0.80132 -0.21
O -7.78409 -1.20509 1.32919 0.03
C -7.80428 -1.08728 2.65662 -0.61
O -8.29042 -1.86971 3.43339 0.12
O -7.11668 0.00629 2.98631 -0.02
C -7.00217 0.24098 4.39459 -0.06
H -10.19722 -1.21859 0.17543 0.08
H -10.45610 -2.96687 0.25564 0.08
H -10.38666 -2.02045 1.74750 0.08
H -8.05919 -2.47956 -0.19391 0.12
H -8.23301 -3.22390 1.40594 0.12
H -6.59852 -0.63679 4.89537 0.10
H -7.96995 0.48976 4.82745 0.10
H -6.31367 1.07385 4.48880 0.06
C -3.30276 1.95041 -8.15254 -0.06
C -4.06728 2.29550 -6.89553 -0.20
O -4.55242 1.11111 -6.22609 0.04
C -3.65162 0.44958 -5.51050 -0.62
O -2.49650 0.75963 -5.34635 0.11
O -4.23971 -0.62826 -4.98485 0.00
C -3.37091 -1.45736 -4.20875 -0.03
H -3.90749 1.32456 -8.80910 0.09
H -3.04139 2.86392 -8.68780 0.08
H -2.38382 1.41618 -7.91603 0.07
H -4.97285 2.85527 -7.11888 0.12
H -3.45861 2.87063 -6.19860 0.12
H -2.84965 -0.86709 -3.45863 0.07
H -2.64279 -1.95885 -4.84491 0.09
H -4.00870 -2.19125 -3.72587 0.10
C 6.09316 -1.33103 3.16719 -0.06
C 5.10279 -0.75373 2.18291 -0.23
O 5.66762 -0.63216 0.86199 0.04
C 5.68128 -1.75369 0.14458 -0.61
O 5.20686 -2.81342 0.46917 0.12
O 6.23681 -1.48658 -1.03836 0.00
C 6.28924 -2.60233 -1.93443 -0.04
H 7.00623 -0.73470 3.18130 0.08
H 5.65968 -1.32205 4.16833 0.07
H 6.34333 -2.35937 2.91003 0.08
H 4.82727 0.26265 2.45451 0.07
H 4.19974 -1.36247 2.12522 0.11
H 5.30095 -3.03947 -2.06090 0.09
H 6.97120 -3.36153 -1.55491 0.10
H 6.65466 -2.19995 -2.87392 0.09
C -2.14875 -2.84907 -13.19499 -0.06
C -1.82402 -1.44904 -12.72643 -0.21
O -2.38947 -1.17900 -11.42747 0.03
C -1.70614 -1.67236 -10.39562 -0.61
O -0.66574 -2.27692 -10.45333 0.12
O -2.36642 -1.36826 -9.27647 0.00
C -1.75634 -1.86606 -8.08085 -0.02
H -3.22646 -3.01362 -13.18506 0.08
H -1.78851 -2.98590 -14.21522 0.08
H -1.66954 -3.59105 -12.55833 0.08
H -2.27687 -0.69855 -13.37108 0.12
H -0.74867 -1.28051 -12.68500 0.12
H -0.70994 -1.57282 -8.02903 0.10
H -1.82985 -2.95214 -8.04488 0.10
H -2.30432 -1.42207 -7.25533 0.07
C 8.11044 2.80409 5.90311 -0.06
C 7.16909 2.47180 7.03829 -0.22
O 7.67246 1.39975 7.85849 0.04
C 8.59530 1.75267 8.75241 -0.61
O 8.98932 2.87140 8.96469 0.12
O 8.95901 0.66246 9.42892 0.00
C 9.93116 0.89789 10.45373 -0.04
H 8.32469 1.91229 5.31289 0.08
H 7.64427 3.54382 5.25090 0.08
H 9.04577 3.21428 6.28077 0.08
H 6.22415 2.09248 6.65494 0.03
H 6.97223 3.34112 7.66416 0.13
H 9.59219 1.67889 11.13103 0.10
H 10.88232 1.19246 10.01320 0.10
H 10.03207 -0.04761 10.97710 0.09
```

HOMO energy	-8.94	eV
Kohn-Sham gap	8.80	eV
net charge	0



4.
CH5ClP2 | ωB97M-V/def2-TZVPD

XYZ file:
```
9
Properties=species:S:1:pos:R:3:nbo_charge:R:1
C 1.30145 -1.48975 -0.24444 -0.41
P -1.00774 0.55330 0.70358 0.01
P -0.14771 1.36074 -0.97285 -0.02
Cl 0.30560 -1.52800 1.11678 0.06
H 0.94105 -2.06051 -1.09627 0.19
H 1.93792 -0.50737 -0.34228 0.21
H -0.15405 1.14719 1.60904 -0.01
H -2.08820 1.42329 1.15295 -0.01
H -1.08832 1.10110 -1.92651 -0.04
```

HOMO energy (spin up / spin down)	-6.98 / -8.45	eV
2S+1	3
energy above the lowest of the compared OMol25 structures with the same formula, charge and spin	19.5	kcal/mol
Kohn-Sham gap (spin up / spin down)	7.91 / 6.70	eV
net charge	0



5.
C9H10O5Pb | ωB97M-V/def2-TZVPD

XYZ file:
```
25
Properties=species:S:1:pos:R:3:nbo_charge:R:1
Pb -0.93763 0.30093 -0.39847 1.09
O 0.28647 -1.45828 -3.51622 -0.34
C -0.18269 -0.89631 -2.64054 0.50
C -1.40026 1.40522 1.96956 0.50
O -1.43844 1.82750 3.02543 -0.34
C -2.05310 -1.93515 0.43452 0.50
O -2.36011 -2.95172 0.85575 -0.34
C 0.11329 2.55907 -1.26009 0.50
O 0.72645 3.47520 -1.55022 -0.34
C -3.34061 0.82875 -2.07307 -0.40
H -2.87233 1.38697 -2.90273 0.24
H -3.63974 -0.20866 -2.30431 0.24
C -3.65043 1.41858 -0.89760 -0.40
H -4.21803 0.89231 -0.11013 0.24
H -3.45064 2.48798 -0.70857 0.24
C 2.38417 -1.57268 2.21307 -0.74
C 2.31628 -0.74442 0.98434 0.72
C 3.58224 -0.34466 0.32244 -0.74
O 1.20566 -0.38759 0.51228 -0.74
H 3.42783 -1.78042 2.46125 0.26
H 1.85863 -2.52444 2.07219 0.27
H 1.91630 -1.05500 3.05871 0.27
H 3.62182 -0.72467 -0.70511 0.27
H 3.67209 0.74703 0.27842 0.27
H 4.43277 -0.74553 0.87910 0.26
```

HOMO energy	-17.56	eV
Kohn-Sham gap	9.70	eV
net charge	+2



6.
C39H40Cl2N7O11 | ωB97M-V/def2-TZVPD

XYZ file:
```
99
Properties=species:S:1:pos:R:3:lowdin_charge:R:1
C 9.41459 1.74069 1.78158 -0.12
C 8.23299 1.05890 0.81256 -0.68
Cl 7.44594 -0.44374 1.56744 0.53
C 7.19204 2.18914 0.25353 -0.58
Cl 7.27976 2.14999 -1.62925 0.56
C 5.67070 2.11606 0.84535 -0.29
C 5.06034 3.66661 1.00367 -0.11
C 3.38957 3.64704 0.93317 -0.09
N 2.86126 2.28884 1.44151 0.07
C 3.10554 1.20608 0.41394 -0.25
O 2.80603 -0.16305 0.86649 -0.04
C 3.75920 -0.58132 1.94812 -0.10
N 4.20570 -0.67676 3.18405 0.15
C 4.62609 1.37762 -0.23220 -0.10
H 9.61440 1.00670 2.67480 0.08
H 10.40268 1.86702 1.12584 0.10
H 9.13341 2.81191 2.15972 0.08
H 8.83640 0.66315 -0.13946 0.10
H 7.63208 3.25006 0.57210 0.12
H 5.57291 1.65178 1.92446 0.12
H 5.35929 4.00605 2.10205 0.12
H 5.53537 4.42342 0.24832 0.13
H 3.02390 3.85789 -0.18258 0.15
H 2.93056 4.44465 1.67654 0.14
H 1.81592 2.36831 1.55808 0.17
H 3.32956 2.14297 2.36322 0.13
H 2.35898 1.42773 -0.49039 0.20
H 5.05738 0.38770 -0.68245 0.14
H 4.48574 2.13912 -1.14021 0.13
C -2.95848 0.93300 -3.39011 -0.05
C -2.82260 0.69449 -2.02161 -0.08
C -1.88755 1.41422 -1.27524 0.01
C -1.09331 2.37809 -1.91157 -0.15
C -1.22226 2.61413 -3.28675 0.00
C -2.15887 1.88609 -4.02322 -0.06
N -0.12639 3.15590 -1.12765 -0.32
O -0.02863 2.90440 0.08268 0.01
O 0.53353 4.02195 -1.71969 0.06
H -3.69288 0.37328 -3.96680 0.12
H -3.44837 -0.05101 -1.53561 0.09
H -1.79386 1.21662 -0.20963 0.11
H -0.60887 3.35569 -3.79428 0.12
H -2.26865 2.06415 -5.09069 0.12
C -0.22199 -5.87540 -0.78804 -0.05
C -0.74278 -5.47139 -2.01837 -0.07
C -1.45916 -4.27703 -2.11687 0.01
C -1.64495 -3.48911 -0.97256 -0.13
C -1.12982 -3.89612 0.26536 -0.01
C -0.41754 -5.09396 0.35201 -0.07
N -2.37522 -2.21996 -1.07466 -0.29
O -2.83182 -1.90395 -2.18342 0.04
O -2.48975 -1.53541 -0.04786 0.05
H 0.34073 -6.80467 -0.71731 0.11
H -0.58748 -6.08657 -2.90210 0.09
H -1.85856 -3.97608 -3.08292 0.11
H -1.27083 -3.29679 1.16239 0.12
H -0.01108 -5.41705 1.30786 0.11
C 1.44332 1.08049 7.64723 -0.05
C 0.71467 2.20906 7.26834 -0.05
C 1.19815 3.04942 6.26364 0.01
C 2.41581 2.74621 5.63904 -0.15
C 3.15312 1.61812 6.02277 0.00
C 2.66080 0.78671 7.03076 -0.05
N 2.91691 3.61165 4.56461 -0.31
O 2.24513 4.61055 4.26692 0.08
O 3.98027 3.29190 4.01410 0.01
H 1.05952 0.42512 8.42722 0.12
H -0.23264 2.43219 7.75452 0.12
H 0.61839 3.92501 5.97977 0.12
H 4.10200 1.37369 5.54987 0.11
H 3.22427 -0.09307 7.33365 0.12
C -7.08229 4.31213 -0.46569 -0.07
C -7.46325 3.60201 -1.60531 -0.06
C -6.67271 3.64782 -2.75525 0.00
C -5.49490 4.40776 -2.75136 -0.14
C -5.11408 5.12780 -1.61119 0.00
C -5.91427 5.07655 -0.46807 -0.07
N -4.64640 4.43950 -3.94865 -0.32
O -5.02722 3.80454 -4.94338 0.06
O -3.59630 5.09560 -3.89500 0.05
H -7.69901 4.26882 0.43040 0.11
H -8.37574 3.00969 -1.59621 0.11
H -6.98333 3.08874 -3.63520 0.12
H -4.20512 5.72556 -1.59600 0.12
H -5.62563 5.62956 0.42306 0.11
C -6.24029 -9.16245 -2.22940 -0.07
C -5.01109 -9.82309 -2.20175 -0.06
C -3.86316 -9.18563 -2.67639 0.00
C -3.95728 -7.87884 -3.17461 -0.14
C -5.19137 -7.21612 -3.21066 0.00
C -6.33296 -7.86493 -2.73582 -0.06
N -2.74977 -7.19400 -3.65144 -0.31
O -1.68019 -7.82072 -3.62076 0.05
O -2.86805 -6.02756 -4.05326 0.06
H -7.13161 -9.66152 -1.85299 0.11
H -4.94717 -10.83481 -1.80693 0.11
H -2.91271 -9.71402 -2.64793 0.12
H -5.27964 -6.20371 -3.59923 0.12
H -7.29506 -7.35780 -2.75673 0.11
```

HOMO energy	-11.44	eV
Kohn-Sham gap	7.78	eV
net charge	+1



7.
C4H5IN2O | ωB97M-V/def2-TZVPD

XYZ file:
```
13
Properties=species:S:1:pos:R:3:nbo_charge:R:1
C -0.59121 -1.29189 -0.21780 -0.44
C 0.82567 -1.37948 -0.20731 0.08
C -1.18536 -0.05133 0.03977 0.10
C 0.76606 1.01265 -0.45158 0.35
N -0.53835 1.01821 0.08242 -0.47
N 1.45874 -0.20259 -0.07153 -0.57
O 1.44493 2.17999 -0.01085 -0.69
I 3.49787 -0.07987 0.03344 0.35
H -1.09230 -2.23191 -0.35583 0.23
H 1.34891 -2.35592 -0.24024 0.23
H -2.24715 0.06636 0.44573 0.20
H 0.59156 1.00580 -1.52816 0.15
H 1.25895 2.23893 0.90913 0.48
```

HOMO energy	-8.24	eV
structure (SMILES)	O[C@@H]1N=CC=CN1I
energy above the lowest of the compared OMol25 structures with the same formula, charge and spin	31.0	kcal/mol
Kohn-Sham gap	7.74	eV
net charge	0



8.
C49H52Cl5N2OPS2Se4V | ωB97M-V/def2-TZVPD

XYZ file:
```
117
Properties=species:S:1:pos:R:3:lowdin_charge:R:1
V 1.00851 0.78427 -1.35942 0.39
S 4.78160 -1.34546 0.39680 1.14
C 3.70011 -1.29894 1.75257 -0.45
C 3.94424 -1.70658 3.06076 -0.08
C 2.97456 -1.44735 4.01296 -0.06
C 1.77659 -0.82182 3.65027 -0.08
C 1.51355 -0.47308 2.33724 -0.02
C 2.49906 -0.69784 1.37521 -0.28
N 2.46201 -0.30140 0.03257 -0.01
C 3.59932 -0.52973 -0.56802 -0.57
C 3.81902 -0.08709 -1.92888 -0.29
C 5.05952 -0.20358 -2.56529 -0.05
C 5.18872 0.18206 -3.88020 -0.08
C 4.05669 0.63125 -4.56288 -0.07
C 2.83297 0.75248 -3.92335 -0.16
C 2.68503 0.44323 -2.56677 -0.27
H 4.87686 -2.19583 3.32134 0.11
H 3.14520 -1.72535 5.04674 0.11
H 1.04073 -0.60600 4.41874 0.09
H 0.56470 -0.03245 2.04554 0.09
H 5.91044 -0.60761 -2.02082 0.10
H 6.14748 0.11943 -4.38310 0.10
H 4.12942 0.87818 -5.61885 0.11
H 1.97479 1.05118 -4.51288 0.02
Se -0.79978 -0.09547 -2.81747 0.11
Se -0.68974 0.62042 -4.94320 0.09
Se 1.87536 -2.66609 -3.88624 0.08
Se 0.88679 -1.61729 -2.19755 0.14
Cl -2.10971 2.10049 -0.24735 0.75
C -0.69755 2.25479 0.75411 -0.66
C 0.60574 2.02717 0.25215 -0.30
C 1.62007 2.48380 1.11324 -0.68
Cl 3.24283 2.64195 0.48019 0.76
C 1.41494 2.91939 2.41338 -0.72
Cl 2.74255 3.40210 3.39614 0.69
C 0.12403 2.95087 2.91574 -0.71
Cl -0.16059 3.38854 4.55489 0.69
C -0.94025 2.66907 2.06703 -0.71
Cl -2.55168 2.84956 2.64535 0.72
N 0.80583 2.37227 -2.41908 -0.44
S 0.97690 3.91946 -1.97854 1.13
C 2.44513 4.46737 -2.82559 -0.39
C 3.50526 4.91341 -2.05220 -0.10
C 4.68728 5.28222 -2.68359 -0.06
C 4.78777 5.19679 -4.06503 -0.06
C 3.71240 4.74146 -4.82505 -0.06
C 2.53098 4.37578 -4.20750 -0.07
C -0.23072 4.82799 -2.93005 -0.38
C -1.24745 4.15750 -3.58325 -0.08
C -2.17975 4.90263 -4.30030 -0.05
C -2.09572 6.28716 -4.33377 -0.07
C -1.07274 6.94494 -3.65338 -0.07
C -0.13251 6.21656 -2.94605 -0.08
H 0.74487 2.28058 -3.44098 -0.05
H 3.41041 4.96364 -0.97173 0.08
H 5.52842 5.62649 -2.09456 0.11
H 5.70897 5.48845 -4.55539 0.11
H 3.79758 4.66938 -5.90385 0.11
H 1.68829 4.02198 -4.79714 0.13
H -1.32108 3.07364 -3.55809 0.04
H -2.97037 4.38436 -4.83459 0.12
H -2.82917 6.86112 -4.88916 0.11
H -1.00503 8.02670 -3.67691 0.11
H 0.67521 6.72051 -2.42125 0.12
O -0.86242 -0.92796 0.21705 -0.41
P -1.68872 -2.08205 0.76091 0.84
C -1.94423 -2.01533 2.57506 -0.31
C -0.89711 -2.73344 3.44068 -0.18
C -1.38041 -2.79547 4.90523 -0.17
C -2.18167 -1.54213 5.31424 -0.18
C -1.72851 -0.33243 4.50319 -0.19
C -2.06105 -0.53091 3.01324 -0.19
C -3.34419 -2.19444 -0.03837 -0.32
C -4.46688 -2.89331 0.76622 -0.19
C -5.26132 -1.97123 1.69765 -0.19
C -5.74977 -0.71167 0.98135 -0.19
C -4.57628 0.02334 0.33499 -0.23
C -3.85038 -0.88222 -0.65383 -0.21
C -0.91541 -3.66949 0.34115 -0.35
C -1.67042 -4.92626 0.80549 -0.19
C -1.07543 -6.17765 0.13981 -0.17
C 0.47042 -6.13169 0.07284 -0.18
C 1.03782 -5.14683 1.09409 -0.19
C 0.59125 -3.72103 0.73212 -0.19
H -2.89435 -2.53690 2.74151 0.10
H 0.04751 -2.20116 3.38380 0.07
H -0.71538 -3.74696 3.08529 0.09
H -0.50775 -2.90459 5.55483 0.11
H -1.99725 -3.68728 5.04636 0.11
H -2.06463 -1.35530 6.38392 0.11
H -3.25160 -1.70376 5.13786 0.11
H -0.65061 -0.18797 4.63810 0.08
H -2.21283 0.57712 4.86150 0.10
H -1.39783 0.07817 2.39638 0.06
H -3.07319 -0.16940 2.83213 0.08
H -3.09752 -2.84973 -0.87730 0.12
H -4.07626 -3.73617 1.33892 0.09
H -5.16703 -3.31487 0.03651 0.12
H -4.65478 -1.67642 2.55982 0.09
H -6.11256 -2.53243 2.08993 0.11
H -6.27273 -0.05937 1.68518 0.11
H -6.47041 -0.99302 0.20187 0.12
H -3.87829 0.36106 1.10617 0.06
H -4.92747 0.91788 -0.18439 0.11
H -3.03006 -0.35117 -1.11316 0.01
H -4.54675 -1.14788 -1.45929 0.13
H -0.97405 -3.64871 -0.74659 0.11
H -2.72918 -4.86177 0.54821 0.09
H -1.61143 -5.02128 1.89476 0.10
H -1.48138 -6.26685 -0.87113 0.11
H -1.40701 -7.05889 0.69540 0.11
H 0.79144 -5.80548 -0.92206 0.12
H 0.88341 -7.13128 0.22813 0.11
H 2.12862 -5.18053 1.08806 0.11
H 0.71515 -5.42256 2.10702 0.11
H 1.18216 -3.40722 -0.11763 0.06
H 0.83383 -3.02679 1.53317 0.08
```

HOMO energy (spin up / spin down)	-6.78 / -6.72	eV
2S+1	2
Kohn-Sham gap (spin up / spin down)	6.26 / 6.59	eV
net charge	0



no.,F_max (hartree/bohr)
1,0.01582
2,0.01833
3,0.01077
4,0.08029
5,0.08763
6,0.23136
7,0.07621
8,0.03665